No. 1
{
  "formula": "C26H79N5O11",
  "method": "the ωB97M-V functional and the def2-TZVPD basis",
  "species": ["C", "O", "C", "C", "C", "N", "H", "H", "H", "H", "H", "H", "H", "H", "H", "H", "H", "C", "O", "C", "C", "C", "N", "H", "H", "H", "H", "H", "H", "H", "H", "H", "H", "H", "C", "O", "C", "C", "C", "N", "H", "H", "H", "H", "H", "H", "H", "H", "H", "H", "H", "C", "O", "C", "C", "C", "N", "H", "H", "H", "H", "H", "H", "H", "H", "H", "H", "H", "C", "O", "C", "C", "C", "N", "H", "H", "H", "H", "H", "H", "H", "H", "H", "H", "H", "C", "O", "H", "H", "H", "H", "C", "O", "H", "H", "H", "H", "C", "O", "H", "H", "H", "H", "C", "O", "H", "H", "H", "H", "C", "O", "H", "H", "H", "H", "C", "O", "H", "H", "H", "H"],
  "xyz": [[-4.681, 29.179, 5.070], [-4.275, 27.956, 4.481], [-4.903, 27.731, 3.237], [-4.343, 26.402, 2.656], [-2.804, 26.350, 2.383], [-5.137, 26.208, 1.470], [-5.784, 29.111, 5.525], [-4.501, 30.023, 4.313], [-4.219, 29.347, 6.038], [-6.051, 27.773, 3.367], [-4.422, 28.607, 2.540], [-4.664, 25.674, 3.491], [-2.558, 27.176, 1.639], [-2.607, 25.365, 2.149], [-2.371, 26.432, 3.561], [-6.197, 26.204, 1.670], [-4.957, 25.334, 0.944], [-6.684, 32.592, 13.418], [-5.578, 33.397, 13.079], [-4.994, 33.039, 11.886], [-3.749, 33.819, 11.652], [-3.931, 35.317, 11.868], [-3.283, 33.604, 10.307], [-7.079, 33.112, 14.191], [-6.364, 31.628, 13.514], [-7.391, 32.620, 12.664], [-4.778, 31.788, 11.829], [-5.770, 33.052, 11.152], [-2.962, 33.536, 12.448], [-4.596, 35.858, 11.125], [-2.959, 35.748, 11.836], [-4.350, 35.532, 12.670], [-3.989, 33.661, 9.507], [-3.177, 32.450, 10.167], [-1.955, 42.222, 3.644], [-2.964, 41.299, 3.686], [-2.966, 40.564, 4.943], [-4.345, 39.855, 5.042], [-5.548, 40.797, 5.037], [-4.245, 39.073, 6.228], [-1.074, 41.673, 3.815], [-1.936, 43.021, 4.330], [-2.126, 42.582, 2.756], [-2.194, 39.884, 5.132], [-2.873, 41.315, 5.726], [-4.631, 38.966, 4.323], [-5.372, 41.623, 5.763], [-6.393, 40.143, 5.129], [-5.618, 41.383, 3.997], [-3.756, 38.077, 6.115], [-5.270, 38.774, 6.275], [-6.635, 31.530, 8.576], [-5.562, 32.400, 8.328], [-5.435, 32.542, 6.908], [-4.401, 33.693, 6.754], [-4.978, 35.093, 7.327], [-3.913, 33.817, 5.341], [-7.554, 32.135, 8.247], [-6.708, 31.268, 9.531], [-6.678, 30.645, 8.016], [-5.056, 31.680, 6.452], [-6.249, 33.124, 6.222], [-3.503, 33.369, 7.458], [-5.261, 34.949, 8.235], [-5.762, 35.310, 6.545], [-4.133, 35.821, 7.272], [-4.725, 33.777, 4.717], [-3.404, 32.946, 5.102], [-9.791, 30.488, 7.490], [-11.144, 29.848, 7.282], [-11.540, 29.173, 8.446], [-13.050, 28.918, 8.255], [-13.294, 27.774, 7.173], [-13.576, 30.106, 7.667], [-9.698, 31.019, 6.724], [-8.903, 29.647, 7.481], [-9.805, 31.138, 8.322], [-10.924, 28.385, 8.756], [-11.432, 29.763, 9.329], [-13.625, 28.759, 9.164], [-12.485, 27.872, 6.455], [-14.225, 27.831, 6.836], [-12.916, 26.889, 7.828], [-13.163, 30.219, 6.732], [-13.582, 30.885, 8.071], [-6.656, 33.511, 2.925], [-6.417, 32.328, 3.536], [-7.394, 34.020, 3.542], [-6.937, 33.488, 1.957], [-6.130, 34.258, 2.883], [-7.174, 31.517, 3.463], [-3.666, 29.608, 9.356], [-2.684, 30.458, 9.935], [-4.430, 29.201, 10.155], [-3.229, 28.688, 8.773], [-4.223, 30.170, 8.526], [-2.506, 30.122, 10.890], [-7.493, 37.095, 4.177], [-7.256, 36.899, 2.808], [-6.632, 37.247, 4.792], [-8.338, 36.500, 4.512], [-7.994, 37.997, 4.470], [-7.901, 37.461, 2.214], [-1.762, 37.145, 8.847], [-1.318, 36.266, 9.931], [-2.667, 37.638, 9.340], [-2.061, 36.420, 7.924], [-0.920, 37.758, 8.562], [-2.032, 35.373, 9.992], [-2.034, 36.495, 3.804], [-2.809, 36.392, 5.046], [-1.943, 35.547, 3.667], [-1.192, 37.156, 4.028], [-2.632, 37.023, 3.259], [-3.378, 35.648, 4.959], [-7.366, 37.742, 8.567], [-6.972, 38.561, 7.328], [-8.412, 37.407, 8.638], [-7.090, 37.927, 9.382], [-7.031, 36.678, 8.386], [-7.233, 39.344, 7.647]],
  "de_lowest_kcal_mol": 416.4,
  "charge": 0,
  "e_homo_ev": -8.12,
  "orbital_gap_ev": 8.1
}


No. 2
{
  "formula": "C18H25N3O3S",
  "method": "the ωB97M-V functional and the def2-TZVPD basis",
  "species": ["C", "C", "C", "O", "C", "C", "C", "C", "N", "C", "O", "C", "C", "S", "C", "N", "C", "C", "N", "C", "C", "C", "O", "C", "C", "H", "H", "H", "H", "H", "H", "H", "H", "H", "H", "H", "H", "H", "H", "H", "H", "H", "H", "H", "H", "H", "H", "H", "H", "H"],
  "xyz": [[-8.292, -1.635, -0.908], [-7.359, -0.995, 0.112], [-5.958, -0.800, -0.459], [-5.163, -0.199, 0.544], [-3.865, 0.090, 0.270], [-3.144, 0.698, 1.299], [-1.818, 1.031, 1.134], [-1.179, 0.765, -0.075], [0.183, 1.117, -0.265], [0.755, 2.260, 0.260], [0.187, 3.096, 0.911], [2.216, 2.273, -0.142], [2.306, 1.221, -1.229], [3.822, 0.233, -1.251], [3.473, -0.814, 0.134], [2.429, -0.533, 0.797], [2.036, -1.330, 1.934], [0.771, -0.757, 2.556], [4.341, -1.834, 0.333], [5.614, -1.976, -0.332], [6.724, -1.172, 0.341], [1.066, 0.359, -1.029], [0.820, -0.689, -1.560], [-1.893, 0.173, -1.106], [-3.223, -0.170, -0.937], [-7.917, -2.609, -1.212], [-8.378, -1.009, -1.794], [-9.283, -1.765, -0.482], [-7.747, -0.023, 0.419], [-7.287, -1.622, 1.002], [-6.001, -0.154, -1.347], [-5.532, -1.770, -0.752], [-3.651, 0.901, 2.229], [-1.283, 1.508, 1.937], [2.532, 3.269, -0.449], [2.800, 1.974, 0.731], [2.257, 1.660, -2.230], [1.854, -2.369, 1.626], [2.842, -1.336, 2.686], [0.525, -1.304, 3.464], [-0.058, -0.841, 1.860], [0.918, 0.291, 2.804], [4.247, -2.318, 1.215], [5.870, -3.040, -0.336], [5.492, -1.645, -1.366], [6.854, -1.487, 1.375], [6.479, -0.113, 0.325], [7.661, -1.319, -0.187], [-1.412, -0.036, -2.047], [-3.746, -0.634, -1.758]],
  "de_lowest_kcal_mol": 48.7,
  "charge": 0,
  "e_homo_ev": -8.13,
  "orbital_gap_ev": 8.8
}


No. 3
{
  "formula": "C10H72Br2FNO31S",
  "method": "the ωB97M-V functional and the def2-TZVPD basis",
  "species": ["C", "C", "O", "C", "C", "C", "Br", "Br", "C", "C", "C", "N", "C", "C", "F", "O", "S", "O", "O", "H", "H", "H", "H", "H", "H", "H", "H", "H", "H", "H", "H", "H", "H", "H", "H", "H", "H", "O", "H", "H", "O", "H", "H", "O", "H", "H", "O", "H", "H", "O", "H", "H", "O", "H", "H", "O", "H", "H", "O", "H", "H", "O", "H", "H", "O", "H", "H", "O", "H", "H", "O", "H", "H", "O", "H", "H", "O", "H", "H", "O", "H", "H", "O", "H", "H", "O", "H", "H", "O", "H", "H", "O", "H", "H", "O", "H", "H", "O", "H", "H", "O", "H", "H", "O", "H", "H", "O", "H", "H", "O", "H", "H", "O", "H", "H", "O", "H", "H"],
  "xyz": [[-1.466, 5.227, -1.439], [-0.752, 3.896, -1.378], [-1.696, 2.839, -1.216], [-1.238, 1.563, -1.549], [-0.430, 0.906, -0.397], [1.011, 0.453, -0.658], [2.138, 1.980, -1.078], [1.088, -0.685, -2.270], [1.632, -0.327, 0.521], [0.689, -0.701, 1.661], [0.320, 0.460, 2.642], [1.229, 1.589, 2.531], [1.358, -1.814, 2.463], [2.635, -1.314, 3.133], [3.766, -1.836, 2.474], [-0.531, -1.322, 1.132], [-1.452, -0.479, 0.161], [-2.545, 0.047, 0.912], [-1.766, -1.327, -0.953], [-0.710, 6.005, -1.319], [-2.185, 5.340, -0.627], [-1.937, 5.387, -2.405], [-0.158, 3.725, -2.278], [-0.065, 3.922, -0.523], [-2.140, 0.973, -1.695], [-0.695, 1.551, -2.497], [-0.416, 1.597, 0.446], [2.058, -1.244, 0.117], [2.449, 0.247, 0.948], [0.387, 0.055, 3.652], [-0.724, 0.749, 2.509], [1.667, 1.798, 3.415], [0.800, 2.424, 2.158], [1.608, -2.641, 1.794], [0.654, -2.190, 3.207], [2.740, -0.230, 3.104], [2.689, -1.665, 4.162], [-3.173, 1.211, -4.040], [-2.967, 0.343, -3.668], [-3.961, 1.494, -3.546], [4.459, -2.866, 5.646], [4.797, -3.757, 5.516], [4.839, -2.366, 4.911], [-4.488, -0.270, -6.327], [-4.062, 0.174, -5.580], [-5.317, 0.209, -6.435], [1.759, -3.546, -4.291], [1.200, -4.216, -3.883], [1.600, -2.762, -3.758], [-5.886, 1.739, -3.278], [-6.719, 1.973, -3.726], [-6.108, 1.753, -2.341], [3.844, 1.368, 4.265], [4.736, 1.015, 4.111], [4.002, 2.125, 4.840], [6.552, 0.669, 4.892], [6.518, -0.268, 5.122], [7.469, 0.861, 4.654], [-3.765, -1.605, -3.112], [-3.099, -1.890, -2.482], [-4.349, -2.368, -3.197], [4.289, -0.428, 6.591], [3.939, 0.170, 5.909], [3.734, -1.217, 6.529], [4.489, 0.974, -3.435], [4.710, 0.921, -4.371], [3.618, 0.561, -3.395], [-1.831, 3.834, -4.401], [-2.445, 4.245, -5.018], [-2.127, 2.911, -4.347], [-8.249, 2.341, -4.737], [-8.114, 2.388, -5.690], [-9.021, 1.780, -4.610], [4.262, -3.207, -0.059], [3.993, -2.638, -0.787], [4.034, -2.724, 0.745], [-7.482, 0.026, -6.557], [-7.202, -0.885, -6.705], [-8.346, -0.068, -6.143], [3.537, -1.287, -5.188], [4.136, -1.686, -4.548], [2.871, -1.968, -5.343], [-1.263, -3.227, -3.163], [-1.678, -2.731, -3.877], [-1.360, -2.679, -2.377], [6.949, -1.850, 4.368], [7.202, -2.758, 4.558], [7.742, -1.460, 3.976], [-3.137, 3.308, 1.285], [-2.948, 3.380, 0.339], [-3.926, 2.760, 1.339], [-7.688, -0.691, -3.558], [-7.306, -1.563, -3.414], [-6.961, -0.173, -3.931], [8.190, -0.872, 2.043], [8.495, -0.794, 1.134], [7.230, -0.936, 1.971], [3.778, -0.966, 9.581], [4.061, -0.941, 8.658], [2.871, -1.290, 9.548], [0.340, 5.787, -4.324], [0.578, 5.874, -5.251], [-0.404, 5.167, -4.316], [8.752, 2.648, 4.509], [8.598, 3.204, 3.739], [8.548, 3.207, 5.265], [-10.347, -2.303, -2.674], [-10.014, -3.191, -2.518], [-9.601, -1.809, -3.034], [1.524, -3.168, 9.396], [2.022, -3.734, 9.994], [0.712, -3.647, 9.211], [-4.893, -4.462, -2.646], [-4.214, -4.766, -2.034], [-5.487, -5.210, -2.750], [-2.562, -2.571, 3.419], [-2.268, -3.477, 3.289], [-2.227, -2.092, 2.653]],
  "charge": 0,
  "e_homo_ev": -10.04,
  "orbital_gap_ev": 9.8
}


Q: Which total energy values were calculated for the entries above? A: -58194.079; -40520.672; -230140.088, in eV.
Q: Which LUMO energy values were calculated for the entries above? A: -0.036; 0.655; -0.211, in eV.